A structure of composition C18H28AsBClF6N6O4Rh at a distorted geometry, computed with the ωB97M-V functional and the def2-TZVPD basis.

Each line ends with the Löwdin charge.
Element x y z (Å)
Rh 0.2054 -0.0096 -0.1069  1.30
C -0.4747 -4.0142 1.9901  0.00
C 0.3452 -2.8145 2.5139  -0.38
C 1.2478 -3.1402 3.6948  -0.03
C -0.4519 -1.6115 2.7379  -0.12
C -1.1097 -1.2749 3.9806  0.13
C -1.7608 -0.1041 3.7379  0.03
N -1.4940 0.2557 2.4573  0.08
N -0.7284 -0.6403 1.8396  0.11
B -1.9711 1.5380 1.7489  -0.52
N -2.5802 1.1335 0.4195  -0.03
C -3.8942 1.1842 0.1524  -0.03
C -4.0782 0.8767 -1.1674  0.03
C -2.7913 0.6521 -1.6929  -0.21
N -1.8890 0.7825 -0.6963  0.09
C -2.5758 0.4186 -3.1539  -0.36
C -2.8204 -1.0490 -3.5185  -0.03
C -1.2864 1.0083 -3.7117  -0.05
N -0.7674 2.4061 1.4742  -0.01
C -0.5219 3.6598 1.8875  -0.01
C 0.6616 4.0752 1.3268  0.03
C 1.1144 2.9984 0.5507  -0.22
N 0.2243 1.9992 0.6653  0.04
C 2.4057 2.8768 -0.1748  -0.33
C 2.3694 1.7826 -1.2209  -0.05
C 3.5077 2.6728 0.8820  -0.04
H 0.1998 -4.8354 1.7601  0.11
H -1.0180 -3.7401 1.0895  0.08
H -1.1883 -4.3482 2.7470  0.09
H 0.9799 -2.5817 1.6554  0.07
H 0.7082 -3.6526 4.4973  0.09
H 1.7160 -2.2451 4.1025  0.09
H 2.0353 -3.8167 3.3663  0.10
H -1.1035 -1.8633 4.8822  0.14
H -2.3810 0.5020 4.3759  0.15
H -2.7629 2.1171 2.4151  0.14
H -4.6068 1.4464 0.9159  0.14
H -5.0004 0.8538 -1.7201  0.13
H -3.4010 0.9566 -3.6357  0.14
H -2.0601 -1.6757 -3.0763  0.04
H -2.7888 -1.1814 -4.5989  0.09
H -3.7898 -1.3929 -3.1568  0.09
H -1.2568 0.8633 -4.7901  0.09
H -1.2358 2.0776 -3.4985  0.09
H -0.4119 0.5329 -3.2852  0.04
H -1.1961 4.1749 2.5502  0.14
H 1.1430 5.0280 1.4560  0.13
H 2.6138 3.8266 -0.6755  0.15
H 1.8239 0.9103 -0.8164  -0.01
H 3.3668 1.4340 -1.4744  0.10
H 1.8408 2.0900 -2.1230  0.10
H 3.2628 1.8338 1.5319  0.07
H 3.6272 3.5676 1.4921  0.09
H 4.4562 2.4572 0.3954  0.09
O -0.6922 -2.9989 -2.2582  -0.26
Cl 0.4935 -2.4143 -1.7584  0.72
O 1.6392 -3.1197 -2.1136  -0.20
O 0.3455 -2.2736 -0.2940  -0.42
O 0.5482 -1.0068 -2.1868  -0.40
F 2.0085 -0.5006 1.2105  -0.35
As 3.6282 -1.5134 0.7593  0.82
F 3.0924 -1.1950 -0.8495  -0.23
F 5.0449 -2.3416 0.3724  -0.17
F 4.4228 0.0136 0.7565  -0.22
F 3.7512 -1.5963 2.4782  -0.21
F 2.7037 -2.9742 0.8048  -0.22

HOMO energy (spin up / spin down) in eV: -12.834 / -12.818
Kohn-Sham gap (spin up / spin down) in Ha: 0.2340 / 0.1705
2S+1: 2
Charge: +1
E_LUMO (spin up / spin down) in eV: -6.467 / -8.177
<S²>: 0.77